No. 1
Below is a single C19H21N5O3 molecule in a non-equilibrium geometry, with properties calculated with ωB97M-V/def2-TZVPD.

Geometry as XYZ:
```
48
Properties=species:S:1:pos:R:3:forces:R:3
C -7.727027 -2.934726 -0.091890 0.2 -0.1 -0.1
C -6.220898 -2.860310 -0.309029 -0.1 0.2 0.1
C -5.674724 -1.476247 0.029770 0.4 -0.1 -0.1
C -4.168721 -1.390686 -0.191841 -0.3 -0.3 0.0
O -3.760958 -0.079405 0.142291 0.2 0.3 0.1
C -2.459907 0.260104 0.012593 0.0 0.1 0.0
C -1.448074 -0.582778 -0.420524 -0.3 -0.1 0.1
C -0.137646 -0.137380 -0.512733 0.2 0.3 0.1
C 0.180643 1.168628 -0.174624 -0.4 -0.2 -0.1
C 1.545300 1.748361 -0.269148 0.1 -0.1 0.0
O 1.734579 2.936236 -0.428913 0.0 0.1 0.0
N 2.553657 0.824547 -0.137295 -0.2 -0.4 0.0
C 3.928955 1.016977 -0.207474 0.5 0.2 -0.1
C 4.509794 2.249209 -0.504439 -0.2 0.2 0.0
C 5.886242 2.365564 -0.563251 0.0 -0.3 0.1
C 6.706563 1.276500 -0.334963 0.1 -0.1 0.0
C 6.125957 0.047756 -0.041212 -0.4 0.9 -0.2
N 6.963708 -1.051010 0.187531 0.2 -1.6 0.3
C 6.685914 -2.363946 0.398501 0.2 0.6 -0.1
N 7.811523 -3.005290 0.558785 -0.8 -0.8 0.1
N 8.774223 -2.095783 0.448456 0.9 -0.2 0.1
N 8.300980 -0.946440 0.230163 0.0 1.3 -0.2
C 4.747418 -0.087946 0.025340 0.2 0.0 0.0
C -0.837811 2.032929 0.240116 -0.1 0.0 0.0
C -2.143811 1.601850 0.345419 -0.1 -0.1 0.0
O -3.190692 2.365311 0.747173 0.1 -0.4 -0.1
C -2.947100 3.716111 1.060119 0.1 0.2 0.1
H -8.238601 -2.209936 -0.720713 -0.1 0.1 0.0
H -8.099651 -3.926235 -0.337041 -0.1 -0.1 0.0
H -7.973389 -2.721488 0.945556 -0.1 0.0 0.1
H -5.726184 -3.608109 0.315086 0.1 -0.1 0.0
H -5.992092 -3.094980 -1.351148 0.1 -0.1 0.0
H -5.887064 -1.235133 1.072345 0.0 0.0 0.0
H -6.159649 -0.721009 -0.590423 0.0 0.1 0.0
H -3.650610 -2.123656 0.443004 0.0 0.1 -0.1
H -3.929373 -1.607163 -1.242651 0.0 0.0 0.1
H -1.671683 -1.600229 -0.698698 -0.1 -0.1 0.0
H 0.607627 -0.820722 -0.893470 0.1 0.0 0.0
H 2.266012 -0.119893 0.076333 0.0 0.2 0.0
H 3.876564 3.101515 -0.681640 0.0 0.0 0.0
H 6.326657 3.323283 -0.792467 0.0 0.1 0.0
H 7.780519 1.353809 -0.377453 0.1 0.0 0.0
H 5.713187 -2.803036 0.423509 -0.3 0.0 0.0
H 4.297900 -1.041681 0.260427 0.0 -0.1 0.0
H -0.558253 3.047941 0.471719 0.0 0.1 0.0
H -2.546391 4.261818 0.200309 0.0 0.0 0.0
H -3.915459 4.131717 1.333459 0.1 0.0 0.0
H -2.258138 3.815071 1.905018 0.0 0.0 0.0
```
Positions in Å, forces in eV/Å.

Max |F| ... 1.680 eV/A
LUMO energy ... 0.013 Ha
SMILES ... CCCCOc1ccc(C(=O)Nc2cccc(-n3cnnn3)c2)cc1OC
Gap between HOMO and LUMO ... 8.8 eV
Energy relative to the best compared isomer or geometry (same formula, charge and spin) ... 369.68 kJ/mol
Molecular weight ... 367.41 g mol⁻¹
Highest occupied orbital energy ... -8.483 eV
Total charge ... 0
Spin multiplicity ... 1

No. 2
Below is a single C19H21NO4 molecule, with properties calculated with ωB97M-V/def2-TZVPD.

Geometry as XYZ:
```
45
Properties=species:S:1:pos:R:3:forces:R:3
C -6.948417 -0.892987 -1.392108 0.2 0.1 0.4
C -6.787504 -0.916622 0.125426 -0.2 -0.3 -0.3
O -5.997394 0.150827 0.607877 0.1 0.2 0.1
C -4.643353 0.111998 0.461085 0.2 0.1 0.0
C -3.905235 -0.956025 -0.036063 -0.4 0.1 0.1
C -2.525393 -0.883180 -0.118815 0.3 0.0 0.0
C -1.853838 0.260120 0.291413 -0.4 -0.2 -0.1
N -0.459245 0.405221 0.234399 0.1 0.4 0.2
C 0.454179 -0.439340 -0.302449 0.4 0.3 0.0
O 0.186420 -1.516432 -0.793633 -0.1 -0.2 -0.1
C 1.917707 0.018794 -0.249617 0.0 -0.1 0.1
C 2.195566 1.424888 0.298507 0.0 -0.1 -0.2
C 1.656733 2.489513 -0.621413 0.2 0.1 -0.2
O 2.018508 2.692039 -1.745514 0.1 -0.1 -0.1
O 0.681339 3.214147 -0.038262 -0.4 0.3 0.5
C 2.703244 -1.035944 0.557142 0.0 0.0 -0.2
C 4.184623 -0.876122 0.375552 0.0 0.0 0.1
C 4.973096 -0.305348 1.366036 0.0 0.0 0.0
C 6.333704 -0.134809 1.174098 0.1 0.1 0.0
C 6.921410 -0.530527 -0.014339 0.1 0.0 0.0
C 6.143625 -1.102279 -1.007868 0.0 0.0 -0.1
C 4.785665 -1.273088 -0.813401 0.0 0.0 0.0
C -2.591873 1.331306 0.794712 0.0 -0.1 -0.1
C -3.963658 1.258866 0.877900 -0.2 -0.1 -0.1
H -5.987345 -1.008661 -1.886978 0.0 0.0 -0.1
H -7.381365 0.055023 -1.701435 -0.1 0.1 0.0
H -7.605776 -1.700264 -1.703216 -0.1 -0.1 -0.1
H -6.383897 -1.880190 0.460314 0.0 0.1 0.0
H -7.760406 -0.768377 0.602904 0.1 -0.1 0.0
H -4.385784 -1.864123 -0.363317 -0.1 -0.1 0.0
H -1.967359 -1.716995 -0.509439 0.0 0.0 0.0
H -0.141704 1.294122 0.592544 0.1 -0.2 -0.1
H 2.274720 -0.015778 -1.285549 -0.1 0.0 0.1
H 1.800531 1.555610 1.307169 0.1 0.0 0.0
H 3.282086 1.544853 0.333212 -0.1 0.1 0.0
H 0.352871 3.896515 -0.645074 0.2 -0.2 -0.1
H 2.437872 -0.950468 1.613347 0.0 0.0 0.0
H 2.389673 -2.019473 0.201557 0.0 0.1 0.1
H 4.521158 0.001350 2.299427 -0.1 0.0 0.1
H 6.935028 0.308610 1.954463 0.1 0.0 0.1
H 7.982314 -0.396915 -0.165380 0.1 0.0 0.0
H 6.598133 -1.416643 -1.935832 0.0 0.0 -0.1
H 4.181280 -1.723595 -1.587373 -0.1 -0.1 -0.1
H -2.081901 2.227291 1.120966 0.1 0.1 0.0
H -4.540017 2.083108 1.267014 -0.1 0.1 0.0
```
Positions in Å, forces in eV/Å.

Max |F| ... 0.677 eV/A
LUMO energy ... 0.020 Ha
SMILES ... CCOc1ccc(NC(=O)[C@@H](CC(=O)O)Cc2ccccc2)cc1
Gap between HOMO and LUMO ... 8.5 eV
Energy relative to the best compared isomer or geometry (same formula, charge and spin) ... 22.62 kJ/mol
Molecular weight ... 327.38 g mol⁻¹
Highest occupied orbital energy ... -7.955 eV
Total charge ... 0
Spin multiplicity ... 1

Which formula does entry 2 have? C19H21NO4

total charge of number 1 (C19H21N5O3)? 0

Which of these has the lowest energy relative to the best compared isomer or geometry (same formula, charge and spin)? C19H21NO4